[1]
{"formula": "C20H22N2O2SbSe4TeZr", "method": "ωB97M-V/def2-TZVPD", "max_force_ev_per_a": 3.1, "e_lumo_ev": -4.14, "homo_lumo_gap_ha": 0.2159, "e_homo_ev": -10.012, "de_lowest_kcal_mol": 71.5, "charge": 1, "elements": ["Zr", "N", "C", "C", "C", "C", "C", "C", "C", "C", "N", "C", "H", "H", "H", "H", "H", "H", "H", "H", "C", "C", "C", "C", "C", "C", "Te", "C", "C", "C", "H", "H", "H", "H", "H", "H", "H", "H", "H", "H", "H", "C", "O", "C", "O", "H", "H", "H", "Se", "Sb", "Se", "Se", "Se"], "xyz": [[0.603851, 0.267423, -0.872955], [2.843867, -0.086653, -0.918627], [3.533645, 1.002267, -0.259672], [4.700308, 0.822746, 0.418495], [5.304700, 1.917910, 1.080477], [4.738175, 3.155063, 1.035610], [3.508822, 3.356765, 0.355772], [2.854901, 4.600389, 0.283746], [1.650420, 4.707552, -0.365670], [1.076251, 3.560894, -0.912833], [1.655644, 2.367973, -0.876669], [2.889325, 2.261226, -0.276984], [3.021077, -0.992906, -0.405992], [3.207138, -0.237290, -1.861350], [5.149192, -0.161146, 0.473785], [6.222817, 1.753667, 1.626547], [5.204127, 3.997144, 1.530441], [3.309568, 5.467440, 0.746925], [1.130138, 5.651038, -0.440489], [0.102591, 3.614759, -1.386354], [-5.536868, -2.441388, -1.364673], [-4.498758, -1.558158, -0.733734], [-4.140964, -1.720694, 0.592695], [-3.197906, -0.905956, 1.221551], [-2.874729, -1.187659, 2.662613], [-2.607840, 0.102710, 0.464432], [-1.118853, 1.368746, 1.282292], [-2.936078, 0.288035, -0.889623], [-2.317684, 1.359538, -1.759034], [-3.880524, -0.543499, -1.464923], [-5.390477, -3.482759, -1.079544], [-5.512498, -2.372741, -2.450912], [-6.535101, -2.149580, -1.033668], [-4.604429, -2.511118, 1.173249], [-3.779752, -1.127193, 3.268176], [-2.143195, -0.503024, 3.085342], [-2.472450, -2.196185, 2.769116], [-1.235303, 1.219474, -2.013288], [-2.388367, 2.357442, -1.328186], [-2.796056, 1.375880, -2.736893], [-4.145230, -0.405855, -2.507274], [-0.507565, -4.014837, -1.247281], [-1.025873, -2.743537, -0.732589], [-0.368641, -1.675969, -0.968152], [0.692500, -1.651064, -1.689688], [-1.320478, -4.719290, -1.121079], [0.356987, -4.286958, -0.646413], [-0.234956, -3.902957, -2.292156], [4.443042, -0.384986, 3.730816], [3.308750, -2.239554, 2.813635], [1.913003, -3.718399, 3.984353], [3.339553, -2.468706, 0.402756], [0.810181, -0.186014, 1.633899]], "forces_ev_per_angstrom": [[0.78, 0.04, 0.97], [-0.92, 2.43, -1.39], [-0.20, -0.22, -0.25], [0.09, 0.10, 0.04], [-0.01, 0.05, -0.03], [0.03, 0.00, 0.00], [-0.04, 0.06, -0.05], [0.02, -0.03, 0.00], [-0.02, 0.03, -0.01], [0.04, 0.00, -0.02], [-0.05, 0.05, -0.04], [0.08, -0.06, 0.04], [0.11, 0.40, 0.19], [0.00, 0.06, -0.01], [0.00, 0.07, -0.06], [-0.01, 0.00, 0.00], [0.00, 0.01, 0.00], [0.00, 0.00, 0.00], [0.00, 0.00, 0.00], [0.00, 0.00, 0.00], [0.00, 0.01, 0.01], [0.01, 0.01, -0.02], [0.00, 0.01, 0.02], [-0.02, -0.01, -0.01], [-0.01, 0.01, 0.01], [0.03, 0.00, -0.04], [-0.14, 0.15, -0.05], [0.01, 0.01, 0.02], [0.00, 0.02, -0.03], [-0.02, -0.01, 0.01], [0.00, 0.00, 0.00], [0.00, 0.00, 0.00], [0.00, 0.00, -0.01], [0.00, 0.00, 0.00], [0.00, -0.02, 0.00], [-0.02, 0.02, 0.00], [0.01, 0.00, -0.01], [-0.10, -0.07, 0.03], [0.00, 0.00, -0.01], [0.00, 0.00, 0.00], [0.00, 0.00, 0.00], [0.04, 0.11, 0.06], [-0.03, -0.05, -0.08], [-0.06, 0.07, -0.34], [-0.14, -0.27, -0.16], [0.02, -0.01, 0.02], [0.01, -0.04, -0.03], [-0.01, -0.02, -0.02], [-0.04, -0.14, -0.06], [-0.01, -0.03, 0.34], [0.11, 0.08, -0.11], [0.44, -2.79, 1.33], [0.01, 0.01, -0.28]]}

=====

[2]
{"formula": "C20H22N2O4", "method": "ωB97M-V/def2-TZVPD", "max_force_ev_per_a": 0.7, "e_lumo_ev": 0.51, "smiles": "CC(=O)Oc1ccc(C(=O)Nc2cccc(C(=O)NC(C)(C)C)c2)cc1", "homo_lumo_gap_ha": 0.3420, "e_homo_ev": -8.794, "de_lowest_kcal_mol": 17.1, "elements": ["C", "C", "O", "O", "C", "C", "C", "C", "C", "O", "N", "C", "C", "C", "C", "C", "C", "O", "N", "C", "C", "C", "C", "C", "C", "C", "H", "H", "H", "H", "H", "H", "H", "H", "H", "H", "H", "H", "H", "H", "H", "H", "H", "H", "H", "H", "H", "H"], "xyz": [[-7.690798, -2.432558, 0.529497], [-6.700445, -1.476883, -0.078226], [-6.638305, -1.181057, -1.238457], [-5.875941, -1.005254, 0.878233], [-4.903824, -0.059014, 0.592101], [-3.680010, -0.210380, 1.235191], [-2.674118, 0.710048, 1.024369], [-2.884389, 1.788833, 0.169333], [-1.838173, 2.830397, -0.031298], [-2.073933, 4.017895, 0.055564], [-0.562145, 2.398616, -0.262309], [-0.086987, 1.126313, -0.596893], [-0.838561, 0.233215, -1.357327], [-0.333741, -1.021999, -1.643814], [0.923750, -1.391807, -1.203080], [1.705500, -0.485990, -0.494644], [3.065425, -0.926081, -0.042581], [3.275289, -2.065108, 0.326847], [4.002208, 0.045788, -0.096100], [5.413080, -0.118016, 0.260311], [6.094766, 1.233133, 0.048547], [5.512931, -0.538883, 1.728395], [6.047634, -1.180636, -0.641002], [1.195744, 0.768789, -0.189933], [-4.124757, 1.952444, -0.435955], [-5.134661, 1.029474, -0.237125], [-7.178120, -3.133160, 1.182699], [-8.217679, -2.961300, -0.258511], [-8.403326, -1.868590, 1.128196], [-3.534172, -1.050797, 1.895293], [-1.727910, 0.592488, 1.530621], [0.132396, 3.134006, -0.202449], [-1.811777, 0.521317, -1.721267], [-0.928473, -1.712535, -2.221929], [1.322210, -2.373112, -1.407571], [3.743136, 0.929404, -0.503660], [7.147045, 1.162015, 0.309058], [5.638603, 1.996362, 0.676257], [6.021207, 1.542548, -0.992559], [4.992604, -1.480773, 1.874481], [6.554135, -0.662881, 2.012363], [5.060678, 0.213999, 2.370504], [5.534299, -2.127929, -0.504125], [7.096638, -1.308554, -0.389292], [5.969971, -0.887785, -1.686122], [1.773184, 1.469009, 0.398481], [-4.290344, 2.810450, -1.069471], [-6.089850, 1.154523, -0.720644]], "forces_ev_per_angstrom": [[0.08, 0.06, -0.13], [-0.38, -0.36, -0.46], [0.03, 0.01, 0.11], [0.30, 0.23, 0.49], [0.34, 0.23, -0.18], [-0.34, -0.14, -0.04], [-0.10, 0.19, -0.10], [-0.30, -0.01, 0.21], [-0.04, 0.06, 0.08], [-0.14, 0.09, -0.06], [0.47, 0.37, 0.09], [0.12, -0.42, -0.25], [0.11, 0.10, -0.03], [0.04, 0.02, 0.05], [0.16, -0.01, 0.08], [-0.32, -0.10, -0.09], [-0.17, 0.26, -0.10], [0.04, -0.27, 0.01], [0.17, 0.38, -0.04], [0.25, -0.19, 0.14], [-0.19, -0.22, 0.03], [-0.04, 0.00, -0.16], [-0.12, 0.07, 0.11], [-0.11, -0.04, -0.05], [0.23, -0.01, 0.10], [-0.18, -0.13, 0.05], [0.00, -0.04, 0.07], [0.01, 0.03, -0.02], [-0.04, 0.02, 0.07], [0.01, -0.09, 0.07], [0.09, -0.03, 0.02], [-0.22, -0.04, -0.02], [-0.05, 0.00, -0.05], [-0.05, -0.06, -0.06], [0.04, -0.10, 0.00], [-0.07, -0.11, -0.03], [0.09, -0.01, 0.02], [-0.04, 0.10, 0.08], [0.01, 0.05, -0.13], [0.00, -0.06, 0.06], [0.15, 0.00, 0.04], [-0.02, 0.09, 0.07], [0.02, -0.08, -0.02], [0.16, -0.01, 0.02], [0.02, 0.04, -0.11], [0.04, 0.05, 0.10], [-0.03, 0.09, -0.04], [-0.02, -0.01, -0.03]]}